1:
Computed, not measured: C5H9N3O as an isolated structure, with wB97M-V/def2-TZVPD.

Results
Frontier orbital gap ... 8.008 eV
2S+1 ... 1
Molar mass ... 127.1 g/mol

CARTESIAN COORDINATES (ANGSTROEM)
C 0.5626 -1.3128 0.5321
C 0.0735 -0.4968 -0.5635
C 1.2284 0.6608 -0.7715
C -1.1326 -0.2281 0.7807
N 1.5426 0.7422 -2.0793
N -2.3283 -0.3596 0.1351
C -1.0139 0.3720 1.9811
N 1.6752 1.3198 0.2205
O -0.4166 -0.9479 -1.6487
H 2.1852 1.4445 -2.4082
H 0.9274 0.1888 -2.6781
H -3.1576 -0.5121 0.6896
H -2.2528 -0.8108 -0.7770
H 2.2582 2.1070 -0.0650
H 1.2370 -0.8954 1.2707
H 0.5710 -2.3857 0.3497
H -1.8912 0.6844 2.5359
H -0.0682 0.4297 2.4958



2:
Computed, not measured: one molecule with the formula C5H9N3O, with wB97M-V/def2-TZVPD.

Results
Frontier orbital gap ... 7.851 eV
2S+1 ... 1
Molar mass ... 127.1 g/mol

CARTESIAN COORDINATES (ANGSTROEM)
C 0.1099 1.2333 -1.4904
C -0.0269 -2.3104 -0.2605
N 0.7912 1.4398 -0.2071
C -0.6388 0.6120 1.8676
C 0.7499 0.0967 -0.7807
C -0.0583 -0.8456 0.0536
N -1.6946 1.3343 2.2471
O 1.8919 -0.4112 -1.3866
N -0.6553 -0.3797 1.0803
H 2.4188 -0.8762 -0.7262
H 1.6950 1.8919 -0.2940
H -1.6374 1.8649 3.0982
H -2.5107 1.4671 1.6550
H -0.9673 1.3482 -1.4465
H 0.5819 1.5808 -2.3964
H -0.0973 -2.4656 -1.3412
H -0.8567 -2.8042 0.2452
H 0.9049 -2.7761 0.0829



3:
Computed, not measured: one molecule with the formula C5H9N3O, with wB97M-V/def2-TZVPD.

Results
Frontier orbital gap ... 9.401 eV
Structure (SMILES) ... [H]/N=C(\C)N1OCC/C1=N\[H]
2S+1 ... 1
Molar mass ... 127.1 g/mol

CARTESIAN COORDINATES (ANGSTROEM)
H -3.0063 1.4934 0.0872
N -1.9940 1.5300 0.0892
C -1.5402 0.3465 0.0199
C -2.3357 -0.9297 -0.0850
N -0.1529 0.1462 0.0460
O 0.2742 -1.1668 -0.2121
C 1.6062 -1.1922 0.2642
C 2.1555 0.1657 -0.1641
C 0.9122 1.0352 -0.0590
N 0.8045 2.2938 -0.0124
H 1.7399 2.6893 -0.0665
H -3.4012 -0.6757 -0.0971
H -2.0990 -1.4511 -1.0106
H -2.1257 -1.6338 0.7403
H 1.6196 -1.2961 1.3651
H 2.0948 -2.0661 -0.1885
H 2.9507 0.5439 0.4906
H 2.4975 0.1674 -1.2072



4:
Computed, not measured: a 2-piece molecular cluster, C5H9N3O overall, with wB97M-V/def2-TZVPD.

Results
Frontier orbital gap (spin up / spin down) ... 8.934 / 8.933 eV
Structure (SMILES) ... [O-][n+]1ccccc1.NN
2S+1 ... 1
Molar mass ... 127.1 g/mol

CARTESIAN COORDINATES (ANGSTROEM)
O 0.4554 -2.2901 -0.9480
N -0.1013 -1.6483 -0.0284
C -1.1561 -2.4330 0.5925
C -1.7130 -1.9629 1.7171
C -1.3692 -0.7265 2.2685
C -0.5043 0.0277 1.5536
C 0.1754 -0.4448 0.4243
H -1.1062 -3.4761 0.2066
H -2.4095 -2.6138 2.3863
H -1.8827 -0.3541 3.1547
H -0.0324 0.8408 1.9601
H 0.8730 0.1578 -0.1957
N 1.3064 2.6155 -0.8603
N 1.0173 2.4334 -2.2593
H 2.2825 3.1759 -0.8572
H 0.6906 3.4313 -0.5699
H 1.5390 2.9254 -2.9206
H 1.1034 1.4499 -2.4346



Name the most stable of them. 3.